# C27H36F24O9S3

A 6-piece molecular cluster, C27H36F24O9S3 overall in a non-equilibrium geometry (ωB97M-V with the def2-TZVPD basis set, OMol25).

Geometry as XYZ:
```
99
Properties=species:S:1:pos:R:3:lowdin_spin:R:1
S -5.858 -3.794 -4.809 0.000
S -0.178 4.562 -5.050 0.092
S -1.413 0.070 6.639 0.000
F 1.915 -6.623 3.550 0.000
F 3.655 -5.514 -1.817 0.000
F 1.991 -3.688 3.004 0.000
F -1.295 3.298 0.931 0.000
F 3.108 1.004 2.226 0.000
F 1.347 4.410 1.176 0.000
F 6.249 0.234 1.022 0.000
F -1.310 0.781 -2.962 0.000
F 1.792 -5.123 -2.946 0.000
F -1.561 2.456 2.659 0.000
F 0.643 -0.285 -3.196 0.000
F 3.706 -0.156 0.575 0.000
F -3.847 1.981 -0.169 0.000
F 0.412 1.626 -1.096 0.000
F 0.804 -3.551 -0.916 0.000
F 2.682 -2.554 -1.355 0.000
F 2.314 6.209 0.310 0.000
F 3.815 4.283 -0.847 0.000
F 0.081 -4.154 2.060 0.000
F 5.886 1.555 2.675 0.000
F 0.390 -5.548 4.500 0.000
F 5.007 4.897 0.815 0.000
F -4.001 1.069 1.773 0.000
F 1.036 -0.425 -0.519 0.000
O 1.922 -5.045 1.269 0.000
O -6.953 -2.908 -5.121 0.000
O -1.634 -0.623 7.913 0.000
O -5.947 -5.228 -5.151 0.000
O -1.224 0.407 -0.221 0.000
O -1.772 1.456 6.468 0.000
O 3.916 3.007 0.996 0.000
O 0.856 4.871 -6.066 0.153
O -1.360 3.759 -5.352 0.401
C -2.163 -1.027 5.333 0.000
C 0.323 -0.306 6.045 0.000
C 4.076 0.246 1.753 0.000
C 0.910 -5.828 3.343 0.000
C 3.802 4.323 0.482 0.000
C 0.600 5.153 -2.635 0.018
C -3.441 -2.414 -4.082 0.000
C -3.378 2.136 1.146 0.000
C 5.070 2.280 0.512 0.000
C 2.540 -3.952 0.497 0.000
C -4.181 -2.703 -2.830 0.000
C -1.109 0.886 1.107 0.000
C 1.272 -4.687 2.452 0.000
C 2.549 5.063 0.978 0.000
C -1.825 2.208 1.383 0.000
C 2.135 -3.751 -0.968 0.000
C -0.828 6.122 -4.314 0.160
C -1.009 -1.958 4.809 0.000
C -4.105 -3.143 -5.277 0.000
C 2.369 -5.046 -1.677 0.000
C 0.006 0.343 -1.009 0.000
C -5.493 -3.632 -2.986 0.000
C -0.583 6.038 -2.811 0.030
C -0.424 -0.073 -2.425 0.000
C 0.215 -1.008 4.753 0.000
C 0.564 3.947 -3.552 0.114
C 5.334 1.064 1.590 0.000
H -3.695 -4.145 -5.407 0.000
H -6.441 -3.564 -2.454 0.000
H -0.096 0.819 1.503 0.000
H -3.445 -1.361 -4.365 0.000
H 4.204 -0.693 2.291 0.000
H 5.027 1.891 -0.505 0.000
H -1.159 -2.424 3.835 0.000
H 1.131 -1.568 4.568 0.000
H -0.931 -2.846 5.436 0.000
H 5.929 2.952 0.488 0.000
H -3.126 -1.473 5.583 0.000
H 0.631 -0.928 6.885 0.000
H -0.440 7.026 -2.373 0.014
H -1.396 5.565 -2.260 0.000
H -0.223 6.903 -4.775 0.008
H -0.083 3.180 -3.128 0.001
H 1.750 -5.777 -1.157 0.000
H 1.501 3.492 -3.874 0.002
H 2.828 5.463 1.953 0.000
H 3.613 -4.083 0.636 0.000
H 0.195 -6.453 2.809 0.000
H -5.046 -4.591 -2.728 0.000
H 0.180 -0.361 3.876 0.000
H 2.400 -2.960 0.927 0.000
H -4.447 -1.738 -2.399 0.000
H -1.405 0.064 1.759 0.000
H -3.472 -3.231 -2.192 0.000
H -4.011 -2.735 -6.284 0.000
H -2.405 -0.411 4.467 0.000
H 0.901 0.587 6.281 0.000
H -2.384 -2.670 -4.011 0.000
H 1.477 5.775 -2.815 0.000
H -3.894 3.019 1.524 0.000
H -1.018 -0.986 -2.436 0.000
H -1.845 6.283 -4.671 -0.001
H 0.789 4.982 -1.575 0.008
```

Results
Spin multiplicity ... 2
E ... -144719.26259 eV
E_LUMO (alpha / beta) ... -2.81 / -9.87 eV
Max |F| ... 4.73 eV Å⁻¹
Highest occupied orbital energy (alpha / beta) ... -11.669 / -11.669 eV
Expectation value of S² ... 0.7582
Charge ... +1